Entry 1:
This record from OMol25 describes a cluster of 7 separate species, C32H45Cl2F5N8O18 in total. The level of theory is ωB97M-V/def2-TZVPD.

Structure (XYZ):
```
110
Properties=species:S:1:pos:R:3:mulliken_charge:R:1
C 4.39 1.87 -0.39 -0.501
C 4.33 1.75 -1.97 -0.377
O 3.09 2.36 -2.38 -0.173
C 2.56 1.54 -3.45 -0.428
C 1.53 2.33 -4.36 -0.453
O 0.18 1.85 -4.30 -0.399
C -0.74 2.56 -3.47 -1.092
C -0.22 3.14 -2.11 1.293
C 0.03 2.15 -1.07 0.508
C 0.52 2.57 0.26 0.087
C 0.71 3.97 0.50 -0.789
C 0.44 4.97 -0.53 1.365
C 0.63 6.47 -0.11 -1.331
N 1.03 6.69 1.27 -0.309
C -0.09 6.62 2.23 -0.828
C -0.03 4.58 -1.86 -0.310
C -0.37 5.59 -2.96 0.477
F 0.01 5.20 -4.24 -0.288
F 0.13 6.85 -2.80 -0.321
C -1.98 5.75 -3.05 0.777
F -2.38 5.60 -4.34 -0.244
F -2.37 7.03 -2.72 -0.284
F -2.64 4.93 -2.20 -0.213
C 0.77 1.49 1.36 -0.531
O 1.67 1.66 2.14 -0.570
C -0.16 0.26 1.32 0.108
N -0.63 -0.51 2.45 0.773
C 0.09 -1.81 2.56 0.139
C 1.41 -2.10 1.80 -0.546
O -0.43 -2.63 3.26 -0.552
C -0.40 0.16 3.74 0.754
C -1.44 1.03 4.48 -1.378
O 0.67 -0.02 4.27 -0.442
C -0.61 -0.12 0.09 0.275
C -1.59 -1.29 -0.12 -0.518
Cl -0.87 -2.76 -0.89 0.047
C -2.90 -1.26 0.20 0.521
C -3.42 0.06 0.87 -0.674
Cl -3.93 -2.66 -0.13 -0.162
C -0.20 0.64 -1.22 -0.523
O -0.12 -0.01 -2.22 -0.633
H 5.46 1.99 -0.08 0.353
H 3.98 0.94 0.08 0.111
H 3.83 2.78 -0.05 -0.069
H 5.23 2.24 -2.41 0.194
H 4.39 0.67 -2.22 0.395
H 3.46 1.32 -4.10 0.621
H 2.19 0.55 -3.10 0.199
H 1.68 3.42 -4.19 0.002
H 1.88 2.13 -5.41 0.472
H -1.29 3.33 -4.08 0.291
H -1.53 1.81 -3.18 0.528
H 1.04 4.25 1.53 0.407
H 1.35 6.95 -0.82 0.310
H -0.35 6.98 -0.26 0.389
H 1.84 6.15 1.56 0.366
H -0.92 5.97 1.83 0.273
H 0.23 6.32 3.25 0.324
H -0.54 7.65 2.29 0.270
H 1.21 -2.23 0.71 -0.001
H 2.10 -1.23 1.92 0.324
H 1.84 -3.05 2.18 0.380
H -0.93 1.47 5.37 0.399
H -1.81 1.90 3.88 0.286
H -2.29 0.43 4.90 0.287
H -2.90 0.18 1.85 0.042
H -4.53 -0.06 0.96 0.426
H -3.20 0.95 0.24 0.162
C 1.72 -5.36 -0.48 -0.471
N 3.07 -4.74 -0.36 0.985
O 4.02 -5.49 -0.31 -0.574
O 3.12 -3.52 -0.31 -0.551
H 1.83 -6.44 -0.51 0.291
H 1.13 -5.05 0.39 0.254
H 1.27 -4.99 -1.40 0.086
C -5.27 -3.15 -4.01 -0.624
N -6.44 -3.70 -3.28 0.916
O -6.26 -4.07 -2.13 -0.514
O -7.50 -3.74 -3.88 -0.551
H -4.41 -3.17 -3.36 0.188
H -5.11 -3.77 -4.89 0.289
H -5.52 -2.12 -4.29 0.295
C -1.58 -5.41 4.95 -0.605
N -1.20 -6.71 4.34 0.966
O -1.27 -6.81 3.13 -0.543
O -0.85 -7.60 5.10 -0.562
H -1.87 -4.73 4.16 0.221
H -2.41 -5.60 5.63 0.305
H -0.71 -5.04 5.48 0.304
C 0.58 -3.79 -5.03 -0.740
N -0.57 -4.35 -4.28 0.939
O -0.37 -4.74 -3.15 -0.531
O -1.64 -4.38 -4.85 -0.539
H 1.46 -3.83 -4.40 0.259
H 0.72 -4.39 -5.92 0.299
H 0.33 -2.76 -5.29 0.284
C 6.55 5.28 -0.56 -0.703
N 5.24 5.57 0.08 0.944
O 4.63 6.55 -0.31 -0.543
O 4.87 4.80 0.94 -0.500
H 6.75 6.04 -1.31 0.317
H 7.31 5.30 0.22 0.304
H 6.48 4.30 -1.02 0.189
C -3.42 -8.94 6.74 -0.669
N -4.15 -7.70 7.11 0.846
O -5.18 -7.81 7.74 -0.523
O -3.65 -6.65 6.75 -0.578
H -3.97 -9.80 7.13 0.313
H -3.36 -8.98 5.66 0.270
H -2.43 -8.89 7.19 0.259
```

* structure (SMILES): CCOCCOCc1c2c(cc(CNC)c1C(F)(F)C(F)(F)F)C(=O)C(N(C(C)=O)C(C)=O)=C(/C(Cl)=C(\C)Cl)C2=O.C[N+](=O)[O-].C[N+](=O)[O-].C[N+](=O)[O-].C[N+](=O)[O-].C[N+](=O)[O-].C[N+](=O)[O-]
* electronic energy: -4457.7248 hartree
* lowest unoccupied orbital energy: -1.55 eV
* total charge: 0

***

Entry 2:
This record from OMol25 describes a structure of composition C23H27CaN7O2SSe2. The level of theory is ωB97M-V/def2-TZVPD.

Structure (XYZ):
```
63
Properties=species:S:1:pos:R:3:nbo_charge:R:1
Ca 0.41 1.14 0.06 1.704
C -2.05 3.15 -3.88 -0.265
C -2.89 2.06 -4.04 -0.144
C -2.75 0.96 -3.21 -0.235
C -1.77 0.99 -2.24 0.197
N -0.94 2.04 -2.07 -0.521
C -1.09 3.09 -2.88 0.045
C -1.48 -0.08 -1.24 0.168
C -2.10 0.01 -0.03 -0.444
C -1.54 -0.69 1.18 -0.385
C -0.48 -1.66 0.74 -0.359
C 0.00 -1.68 -0.53 0.173
N -0.38 -0.82 -1.55 -0.767
C 1.06 -2.66 -0.90 0.181
C 1.05 -3.95 -0.36 -0.232
C 2.04 -4.84 -0.71 -0.157
C 3.03 -4.42 -1.59 -0.265
C 2.96 -3.13 -2.09 0.036
N 2.01 -2.26 -1.76 -0.470
H -2.14 4.03 -4.50 0.227
H -3.65 2.07 -4.81 0.223
H -3.39 0.09 -3.30 0.235
H -0.42 3.93 -2.70 0.200
H -2.95 0.66 0.08 0.228
H -1.09 0.01 1.88 0.222
H -0.06 -2.31 1.49 0.237
H 0.25 -4.23 0.31 0.231
H 2.05 -5.84 -0.31 0.220
H 3.83 -5.08 -1.90 0.222
H 3.72 -2.78 -2.78 0.187
O -4.03 2.45 4.92 -0.718
C -2.77 1.86 5.18 -0.052
C -2.18 1.04 4.00 -0.158
C -0.89 0.46 4.62 -0.065
O 0.01 -0.19 3.75 -0.760
C -3.22 -0.03 3.65 -0.559
Se -2.87 -1.51 2.39 0.249
C -1.99 2.02 2.81 -0.538
Se -0.16 2.67 2.38 -0.642
H -4.70 1.77 4.92 0.464
H -2.82 1.23 6.07 0.161
H -2.09 2.69 5.39 0.193
H -1.17 -0.27 5.38 0.178
H -0.37 1.28 5.12 0.179
H 0.45 0.54 3.28 0.482
H -4.12 0.46 3.28 0.210
H -3.49 -0.57 4.56 0.218
H -2.57 2.92 3.00 0.232
H -2.40 1.59 1.91 0.195
C 3.78 -0.16 -4.24 -0.671
C 4.11 -0.07 -2.81 0.372
N 5.21 -0.46 -2.24 -0.262
N 5.00 -0.22 -0.91 -0.375
C 3.80 0.30 -0.63 0.250
S 3.14 0.66 0.87 -0.313
N 3.24 0.44 -1.86 -0.236
N 1.92 0.82 -2.04 -0.727
H 4.61 -0.62 -4.77 0.255
H 3.59 0.83 -4.67 0.232
H 2.88 -0.77 -4.38 0.250
H 5.70 -0.47 -0.23 0.431
H 1.33 0.00 -2.25 0.456
H 1.87 1.50 -2.79 0.381
```

* electronic energy: -7305.1262 hartree
* lowest unoccupied orbital energy: 0.06 eV
* total charge: 0
* energy above the lowest of the compared OMol25 structures with the same formula, charge and spin: 54.4 kcal per mole

***

Question: Number 1 is which compound?
Answer: C32H45Cl2F5N8O18